Density functional theory data (the ωB97M-V functional and the def2-TZVPD basis) for a molecular structure, C38H65BBaF4N3O16.

```
! RIJCOSX wB97M-V def2-TZVPD def2/J DEFGRID3
* xyz 0 2
Ba 0.57 2.62 -2.55
B -0.12 0.54 -0.07
F 0.02 0.07 -1.33
F 0.69 -0.24 0.73
F 0.34 1.83 -0.01
F -1.45 0.31 0.24
C -1.54 -2.99 4.54
C -1.72 -4.38 4.63
C -1.06 -5.25 3.78
C -0.35 -4.77 2.68
C -0.32 -3.38 2.54
C -0.92 -2.45 3.40
N 0.52 -5.59 1.84
O 1.09 -5.05 0.94
O 0.65 -6.75 2.11
H -2.05 -2.37 5.27
H -2.23 -4.69 5.53
H -1.18 -6.31 3.93
H 0.22 -2.92 1.73
H -0.68 -1.42 3.20
C 1.91 -3.16 -1.38
C 2.93 -2.50 -0.68
C 4.18 -2.49 -1.26
C 4.48 -3.11 -2.51
C 3.41 -3.71 -3.20
C 2.12 -3.78 -2.63
N 5.83 -3.04 -3.09
O 6.75 -2.57 -2.37
O 5.98 -3.51 -4.19
H 0.89 -3.31 -1.07
H 2.76 -2.04 0.29
H 4.98 -2.09 -0.66
H 3.55 -4.20 -4.16
H 1.29 -4.31 -3.08
C -1.55 3.51 5.09
C -1.27 2.84 3.87
C -1.96 1.74 3.46
C -2.88 1.16 4.40
C -3.18 1.84 5.61
C -2.51 3.02 5.93
N -3.44 -0.14 4.15
O -3.43 -0.65 3.02
O -3.83 -0.80 5.12
H -1.07 4.45 5.33
H -0.54 3.23 3.17
H -1.66 1.26 2.54
H -3.91 1.52 6.35
H -2.79 3.65 6.76
C 3.16 4.27 -0.40
O 2.91 3.02 -0.99
C 4.12 2.30 -1.32
C 3.77 0.86 -1.60
O 2.88 0.87 -2.72
C 3.56 0.79 -3.97
H 2.28 4.45 0.22
H 3.55 5.07 -1.03
H 3.92 4.22 0.38
H 4.88 2.37 -0.55
H 4.47 2.87 -2.19
H 3.12 0.35 -0.88
H 4.65 0.22 -1.68
H 4.44 1.41 -4.11
H 2.85 1.07 -4.74
H 3.87 -0.25 -4.06
C 0.18 0.34 6.03
O 0.75 -0.05 4.79
C 2.19 0.01 4.73
C 2.85 1.38 4.87
O 2.27 2.42 4.08
C 2.01 2.15 2.69
H -0.90 0.23 6.02
H 0.33 1.41 6.18
H 0.60 -0.28 6.82
H 2.33 -0.37 3.72
H 2.61 -0.69 5.44
H 3.94 1.40 4.80
H 2.59 1.72 5.88
H 2.91 1.98 2.09
H 1.58 3.02 2.20
H 1.33 1.33 2.43
C -0.96 4.19 -5.27
O -0.40 2.91 -4.82
C 0.05 2.16 -6.00
C 0.02 0.66 -5.78
O 0.58 0.27 -4.55
C 0.77 -1.14 -4.38
H -1.97 3.92 -5.60
H -0.31 4.67 -6.00
H -1.02 4.91 -4.45
H 1.02 2.44 -6.41
H -0.54 2.31 -6.91
H 0.64 0.21 -6.56
H -0.96 0.20 -5.91
H -0.15 -1.71 -4.56
H 1.19 -1.33 -3.39
H 1.46 -1.51 -5.13
C -4.85 -3.28 1.48
O -5.14 -2.94 0.16
C -4.06 -2.21 -0.44
C -2.68 -3.03 -0.58
O -2.73 -4.22 -1.41
C -3.04 -4.01 -2.74
H -4.80 -2.38 2.09
H -4.02 -3.94 1.73
H -5.74 -3.77 1.89
H -3.77 -1.41 0.24
H -4.31 -1.84 -1.44
H -2.28 -3.42 0.35
H -1.94 -2.33 -0.96
H -2.38 -3.23 -3.10
H -4.07 -3.74 -2.97
H -2.65 -4.88 -3.29
C -0.92 5.02 -0.14
O -1.10 4.12 -1.18
C -2.43 3.96 -1.70
C -2.92 2.53 -1.84
O -1.97 1.81 -2.68
C -2.40 0.48 -2.98
H -0.01 4.80 0.41
H -1.65 5.07 0.67
H -0.72 6.01 -0.54
H -2.59 4.63 -2.54
H -3.20 4.47 -1.12
H -3.89 2.60 -2.34
H -3.03 2.02 -0.88
H -3.00 0.54 -3.89
H -3.04 0.01 -2.23
H -1.57 -0.13 -3.35
*
```

Properties
E, eV: -89921.09201
Lowest unoccupied orbital energy (alpha / beta), eV: -1.5 / -1.5

***

Density functional theory data (the ωB97M-V functional and the def2-TZVPD basis) for C4H5NO in the gas phase.

```
! RIJCOSX wB97M-V def2-TZVPD def2/J DEFGRID3
* xyz 0 1
O 1.68 -0.91 -0.50
C 0.88 0.88 0.79
C 0.71 -0.63 0.52
C -0.70 -0.82 -0.01
C -1.17 0.39 -0.27
N -0.20 1.36 0.20
H 1.44 -0.33 -1.24
H 0.98 -1.27 1.37
H -1.18 -1.76 -0.22
H -2.09 0.72 -0.73
H -0.35 2.35 0.08
*
```

Properties
E, eV: -7763.52697
ΔE to the lowest compared entry with this formula, charge and spin, kJ/mol: 289.4
Lowest unoccupied orbital energy, eV: 0.5